{"formula": "C16H13BrIrNS3Sb", "method": "ωB97M-V/def2-TZVPD", "species": ["Ir", "C", "C", "C", "C", "C", "Br", "N", "C", "H", "H", "H", "H", "H", "H", "S", "Sb", "S", "S", "C", "C", "C", "C", "C", "C", "C", "C", "C", "C", "H", "H", "H", "H", "H", "H", "H"], "xyz": [[0.046, -0.239, 0.532], [-1.603, 0.685, 5.689], [-0.452, 0.323, 4.797], [0.866, 0.346, 5.228], [1.903, 0.069, 4.348], [1.568, -0.238, 3.052], [2.836, -0.529, 1.689], [0.308, -0.294, 2.618], [-0.682, -0.001, 3.469], [-1.260, 0.926, 6.694], [-2.321, -0.132, 5.759], [-2.124, 1.554, 5.284], [1.092, 0.608, 6.254], [2.938, 0.112, 4.650], [-1.678, -0.015, 3.044], [-0.595, 3.051, 1.843], [-1.648, 2.364, -0.045], [-2.227, -0.025, 0.438], [0.218, 0.923, -1.316], [3.299, -4.015, -2.181], [3.180, -2.611, -2.142], [2.193, -2.016, -1.410], [1.257, -2.778, -0.663], [0.208, -2.219, 0.140], [-0.699, -3.050, 0.741], [-0.594, -4.452, 0.645], [0.423, -5.014, -0.064], [1.363, -4.195, -0.735], [2.405, -4.782, -1.496], [4.087, -4.477, -2.761], [3.869, -1.998, -2.708], [2.116, -0.938, -1.419], [-1.509, -2.627, 1.321], [-1.327, -5.073, 1.143], [0.522, -6.090, -0.135], [2.469, -5.864, -1.528]], "charge": 0, "multiplicity": 2, "homo_ha": [-0.27900, -0.27564]}

{"formula": "C16H13BrIrNS3Sb", "method": "ωB97M-V/def2-TZVPD", "species": ["Ir", "C", "C", "C", "C", "C", "Br", "N", "C", "H", "H", "H", "H", "H", "H", "S", "Sb", "S", "S", "C", "C", "C", "C", "C", "C", "C", "C", "C", "C", "H", "H", "H", "H", "H", "H", "H"], "xyz": [[-0.418, -0.317, 0.460], [-0.025, -5.836, 0.778], [0.776, -4.610, 0.448], [2.092, -4.668, 0.006], [2.773, -3.504, -0.309], [2.106, -2.302, -0.165], [2.965, -0.692, -0.632], [0.856, -2.219, 0.268], [0.206, -3.352, 0.561], [0.611, -6.718, 0.823], [-0.792, -6.009, 0.022], [-0.527, -5.727, 1.739], [2.588, -5.624, -0.100], [3.792, -3.518, -0.664], [-0.814, -3.231, 0.906], [-4.733, 1.183, 0.230], [-3.853, -0.820, 0.638], [-1.798, -0.389, 2.143], [-1.895, -1.109, -0.986], [-1.601, 4.835, -1.825], [-2.150, 3.545, -1.959], [-1.619, 2.486, -1.278], [-0.511, 2.663, -0.420], [0.093, 1.605, 0.318], [1.153, 1.852, 1.161], [1.672, 3.153, 1.315], [1.126, 4.181, 0.603], [0.036, 3.966, -0.275], [-0.532, 5.040, -1.000], [-2.035, 5.663, -2.370], [-3.013, 3.390, -2.592], [-2.062, 1.504, -1.373], [1.615, 1.042, 1.723], [2.503, 3.322, 1.987], [1.520, 5.185, 0.700], [-0.105, 6.029, -0.881]], "charge": 0, "multiplicity": 2, "homo_ha": [-0.26537, -0.26307]}

{"formula": "C16H13ClCo2O10", "method": "ωB97M-V/def2-TZVPD", "species": ["C", "C", "O", "C", "C", "Cl", "C", "O", "O", "C", "C", "O", "H", "H", "H", "H", "H", "H", "H", "H", "H", "H", "O", "C", "Co", "C", "O", "C", "O", "C", "C", "C", "Co", "C", "O", "C", "O", "C", "O", "H", "H", "H"], "xyz": [[-2.264, -3.120, 3.317], [-0.771, -3.233, 3.452], [-0.234, -1.916, 3.266], [1.107, -1.942, 3.333], [1.733, -0.625, 3.167], [3.365, -0.634, 2.909], [1.100, 0.695, 3.252], [1.703, 1.757, 3.186], [-0.233, 0.636, 3.399], [-0.806, 1.953, 3.456], [-2.294, 1.787, 3.327], [1.723, -2.984, 3.505], [-2.719, -4.109, 3.424], [-2.674, -2.458, 4.087], [-2.532, -2.706, 2.339], [-0.491, -3.605, 4.445], [-0.359, -3.917, 2.701], [-0.534, 2.422, 4.411], [-0.407, 2.565, 2.639], [-2.780, 2.763, 3.401], [-2.538, 1.343, 2.355], [-2.690, 1.130, 4.109], [0.106, 3.238, -6.786], [0.742, 2.547, -6.105], [1.581, 1.448, -5.039], [1.434, -0.025, -5.975], [1.314, -0.978, -6.626], [3.239, 2.036, -5.110], [4.329, 2.428, -5.186], [0.474, 1.605, -3.306], [-0.696, 0.847, -3.114], [-2.012, 0.866, -3.371], [0.737, 0.118, -2.357], [0.418, -1.513, -2.968], [0.284, -2.597, -3.357], [0.144, -0.025, -0.638], [-0.133, -0.204, 0.470], [2.509, 0.067, -2.080], [3.644, -0.064, -1.910], [0.582, 2.672, -3.054], [-2.621, -0.005, -3.126], [-2.480, 1.738, -3.837]], "charge": -2, "homo_ha": -0.04286}

Number 1 is which compound?
C16H13BrIrNS3Sb

Number 3 is which compound?
C16H13ClCo2O10